The following is a quantum chemistry calculation of a molecular structure, C52H53KNO8SSb, from OMol25.

```
117
Properties=species:S:1:pos:R:3:forces:R:3
C 1.73357 -2.32508 -0.44087 0.027 -0.059 0.027
C -1.01964 3.07367 3.37336 -0.018 0.015 0.079
C -1.02765 -4.49220 0.43504 -0.063 -0.016 0.010
C -3.17990 -5.56751 0.54766 -0.048 0.012 -0.007
C 0.84928 -1.29536 4.42669 0.023 0.016 0.018
C 1.01247 -0.35254 3.42242 -0.040 0.058 0.016
C -3.00953 -3.16873 0.48703 0.024 0.064 0.018
H -5.37273 1.87096 2.14537 0.006 -0.001 0.005
O -1.07555 3.27014 0.58395 -0.071 0.243 0.214
C 1.75635 2.97689 -2.42755 -0.112 -0.205 0.090
H -4.55727 2.66779 -3.20699 0.029 -0.012 0.002
H -3.43553 -2.17615 0.49018 -0.080 0.055 -0.022
H -3.77851 -6.47084 0.59127 0.001 0.000 -0.004
C 0.17927 -2.46736 4.12690 -0.007 -0.031 0.020
C 1.15539 6.46449 -3.85642 0.010 0.013 -0.002
O 0.57673 2.96112 6.70231 -0.097 0.018 0.021
C -0.05084 6.79681 -4.44221 0.017 0.037 -0.003
H -3.09932 1.82820 1.10054 -0.031 0.058 0.027
C -5.55441 -1.21651 -1.22277 0.027 -0.008 0.019
H 2.17137 2.10633 -1.92970 0.173 -0.134 0.033
Sb -3.36322 1.07740 -1.38314 -0.062 -0.171 -0.224
C 0.88980 -4.97506 -2.69922 0.018 0.049 0.068
H -7.00954 2.63541 -2.84857 0.004 0.015 0.003
C -3.89716 1.20124 0.69910 -0.011 -0.045 0.011
C 0.24436 3.06183 5.36081 0.092 0.026 -0.072
O -0.11362 -3.08053 -1.68314 -0.039 0.074 -0.092
C 4.69392 -2.64991 -1.42127 0.002 0.035 -0.030
C -0.31919 -2.69337 2.84708 0.010 0.033 -0.044
O 1.15131 3.49924 0.52174 0.126 0.089 -0.068
H 0.10513 -5.04105 -3.45295 -0.008 -0.002 -0.006
C -6.37190 1.90057 -2.34252 -0.008 0.010 -0.013
H 0.05312 -4.56659 0.39441 0.002 -0.008 0.006
C -0.93528 4.58293 -4.04036 0.037 -0.027 0.028
H 0.20807 -1.10756 -1.36131 -0.007 -0.045 0.270
H 2.21670 3.80490 2.67957 0.020 0.005 0.030
C 1.31521 5.17405 -3.35894 -0.062 -0.100 0.011
C 1.99264 2.88404 6.68495 0.086 -0.080 0.108
H 0.02944 -3.22137 4.89280 -0.004 0.000 -0.002
C 3.42238 -0.78619 0.71595 0.000 0.056 -0.012
C 0.50681 -0.58536 2.15560 0.051 -0.042 -0.037
H -2.03092 6.15707 -4.97980 -0.007 -0.009 0.001
C 1.34553 3.58076 3.27966 0.062 -0.013 -0.067
K -0.06201 1.08918 -0.52356 -0.192 0.644 -0.490
H 6.84288 -2.33406 -4.02849 0.000 0.001 -0.001
H -6.81385 1.70478 -1.36466 -0.010 -0.009 -0.013
C -4.93288 2.38953 -2.21748 0.065 0.038 0.066
H -3.50385 -1.53580 -1.84103 0.019 0.026 0.006
H -0.19655 7.79831 -4.82870 -0.003 -0.001 -0.001
H 2.29661 1.82620 6.66580 -0.021 0.024 -0.042
C 6.02860 -2.10168 -3.35104 0.013 0.022 -0.032
H -6.38940 -0.54185 -1.41520 0.022 -0.066 0.016
H 1.23847 -1.11525 5.42251 0.002 -0.003 0.001
C 4.60893 -0.08310 3.16527 0.006 0.003 0.033
C 4.16401 0.89816 2.29072 -0.008 0.007 -0.034
O 2.44647 3.52813 5.51236 0.032 0.054 -0.086
H -1.85402 2.60966 5.32449 0.005 0.002 0.015
H 6.32503 -3.84334 -2.13013 -0.002 -0.001 0.001
O 2.13021 0.02309 -1.12945 -0.031 -0.225 -0.100
H -5.47028 2.71027 0.60135 0.001 0.005 0.004
C -5.27315 1.73950 1.06244 -0.031 -0.017 -0.003
H -1.72859 3.84773 -4.07826 -0.014 0.014 -0.013
C 0.24936 -2.02558 -0.77673 0.078 0.052 -0.066
H 1.95144 7.19406 -3.77832 0.007 0.000 0.003
O 2.03233 -3.48224 -1.23827 -0.017 -0.020 0.022
H -1.94291 2.92117 2.83175 0.008 -0.001 -0.030
H -3.72016 0.20239 1.09855 0.032 -0.024 -0.029
C 1.37471 3.40178 4.63607 -0.080 -0.034 0.104
C 3.91179 -1.50897 -1.59873 0.097 -0.033 0.010
C -0.97717 2.89570 4.75951 0.011 -0.009 0.001
H 4.77733 -2.19841 3.49682 -0.001 0.000 0.000
H 0.60162 -5.56688 -1.83122 -0.003 -0.016 -0.015
H -5.86948 -2.22789 -1.50166 0.010 -0.014 -0.001
H 5.47440 -0.28934 -4.35914 0.003 -0.001 -0.002
C 0.11228 3.40378 2.64206 -0.101 -0.042 -0.062
C 2.74462 -1.08395 -0.66235 -0.087 0.108 0.146
H 1.82155 -5.36103 -3.11427 0.008 -0.002 -0.005
C -1.63074 -3.23260 0.42666 0.078 -0.110 -0.048
C 1.07313 -3.53013 -2.27648 0.024 -0.068 -0.140
H -0.85278 -3.61525 2.67146 -0.005 -0.021 -0.008
H -1.30241 -6.61532 0.49470 -0.004 -0.002 -0.001
H 1.53553 0.57634 3.61628 0.002 0.002 -0.009
H 4.25217 1.94538 2.55816 0.000 0.000 0.000
H 0.68608 0.18486 1.42663 0.039 -0.085 0.046
O -1.63912 -0.82999 0.20183 0.082 -0.110 -0.125
C -0.17068 -1.76017 1.81771 0.023 -0.075 0.076
C 4.45722 -1.41762 2.81558 0.021 -0.001 0.021
C 0.04978 3.43475 1.11018 -0.036 -0.201 0.036
C 5.73757 -2.94471 -2.28590 -0.003 -0.040 0.039
H 0.72626 -2.70087 -4.23347 -0.013 0.007 0.002
H -4.89648 3.30596 -1.62053 0.024 0.009 -0.007
C -1.09064 5.86318 -4.53009 -0.022 -0.007 -0.005
H 3.19148 1.30446 0.41205 -0.003 0.002 -0.012
C 1.47942 -2.63485 -3.44582 0.003 0.001 0.054
H -6.42854 0.97397 -2.91744 -0.005 0.029 -0.018
H 1.80963 -2.65461 0.59420 0.037 -0.012 -0.010
C -4.29256 -0.79395 -1.97204 -0.134 0.076 0.085
C 3.87312 -1.76125 1.60480 -0.021 -0.004 -0.062
C 3.57831 0.54761 1.08205 -0.004 0.011 0.029
H 4.47644 -3.33246 -0.61225 0.008 -0.009 -0.003
H -4.86694 -4.23973 0.59048 0.001 -0.006 -0.001
H 2.44886 -2.94695 -3.83846 0.004 0.002 -0.006
H 3.59388 0.20342 -2.78799 -0.005 0.010 -0.005
C 0.28021 4.22723 -3.45413 0.033 0.175 -0.046
H 2.39564 3.39184 7.56060 -0.019 0.007 -0.021
C 5.26222 -0.96017 -3.53355 0.021 0.010 -0.019
H 1.56085 -1.59797 -3.11560 -0.005 0.003 -0.005
N 0.57320 2.98490 -2.92998 -0.015 -0.120 0.060
H -5.38871 -1.21726 -0.14503 0.030 -0.028 0.065
C -0.83230 -1.90857 0.39901 -0.062 0.001 0.145
H -4.49297 -0.71377 -3.04570 0.017 0.006 -0.003
H -6.06605 1.05830 0.74406 -0.010 0.012 0.000
H 3.74764 -2.81176 1.36946 0.005 -0.006 0.014
H 5.05089 0.18889 4.11737 -0.001 -0.006 0.002
C 4.21869 -0.67160 -2.66384 -0.026 -0.013 0.044
C -3.78584 -4.32075 0.54635 -0.035 -0.045 0.015
C -1.79113 -5.64656 0.49366 0.064 0.007 0.015
S 2.66417 4.44717 -2.55266 0.022 0.148 -0.029
```
Forces are in eV/Å.

Computed properties:
- LUMO (Eh) = 0.145
- net charge = -2
- HOMO-LUMO gap (Ha) = 0.2391
- multiplicity = 1
- strongest force on any atom (eV Å⁻¹) = 0.832

Löwdin population analysis, charges in e, atoms 1 to 8: -0.116, -0.013, -0.054, -0.126, -0.106, -0.070, -0.021, 0.058